# 1
Formula: C4H7N3O
Source: the OMol25 dataset
Level of theory: the ωB97M-V functional and the def2-TZVPD basis

charge: 0
E_HOMO: -9.0085 eV
energy: -395.938768 a.u.
frontier orbital gap: 9.9 eV
energy above the lowest of the compared OMol25 structures with the same formula, charge and spin: 5.7047 eV

Geometry (Å):
C: 0.610 0.667 -0.331
C: 2.088 0.378 -0.066
C: 1.052 -0.676 0.264
C: -1.170 -0.666 -0.007
H: -1.691 2.299 0.539
H: 0.513 0.545 -1.409
H: 2.687 0.374 -0.969
H: 2.640 0.645 0.832
H: 0.968 -0.700 1.374
H: -0.100 -2.458 -0.102
H: -2.947 -0.224 0.079
N: -0.674 0.669 0.346
N: -0.025 -1.468 -0.301
N: -2.363 -1.055 -0.061
O: -1.588 1.669 -0.189

---

# 2
Formula: C3H4NaO4Rb
Source: the OMol25 dataset
Level of theory: the ωB97M-V functional and the def2-TZVPD basis

spin multiplicity: 2
charge: +1
E_HOMO (alpha / beta): -7.8854 / -11.8770 eV
energy: -603.776039 a.u.
frontier orbital gap (alpha / beta): 4.0 / 8.0 eV
energy above the lowest of the compared OMol25 structures with the same formula, charge and spin: 1.6339 eV

Geometry (Å):
H: 1.292 -1.074 1.783
C: 0.546 -0.345 2.109
C: 0.251 -0.134 3.518
O: 1.083 0.775 2.777
H: -0.732 0.260 3.788
H: 0.773 -0.716 4.280
O: -0.419 -0.075 1.164
H: -0.482 -0.776 0.396
O: 0.489 1.088 -2.819
C: 0.047 0.292 -2.078
Rb: 0.672 2.347 -6.195
Na: -2.985 -0.936 -6.865
O: -0.534 -0.707 -1.858

---

# 3
Formula: C2H3NOS2
Source: the OMol25 dataset
Level of theory: the ωB97M-V functional and the def2-TZVPD basis

charge: 0
E_HOMO: -8.8920 eV
energy: -1004.284713 a.u.
frontier orbital gap: 8.5 eV
energy above the lowest of the compared OMol25 structures with the same formula, charge and spin: 2.7980 eV

Geometry (Å):
C: -1.689 0.120 -0.179
C: 1.796 0.304 0.066
H: -1.763 1.174 -0.237
H: -0.234 -1.204 0.319
H: 2.384 1.257 0.174
N: -0.447 -0.296 -0.057
O: 0.528 0.688 -0.020
S: -3.028 -0.867 0.006
S: 2.453 -1.177 -0.072

---

# 4
Formula: C6H13O2
Source: the OMol25 dataset
Level of theory: the ωB97M-V functional and the def2-TZVPD basis

charge: -1
E_HOMO: -3.7076 eV
energy: -386.792075 a.u.
frontier orbital gap: 7.3 eV
energy above the lowest of the compared OMol25 structures with the same formula, charge and spin: 4.5563 eV

Geometry (Å):
C: -0.462 2.002 -1.329
O: -1.531 2.469 -0.499
C: -0.387 0.483 -1.182
C: -0.476 0.147 0.368
C: -0.222 -1.440 0.753
C: 1.449 -3.486 0.165
C: 1.056 -2.095 0.413
H: 0.608 2.365 -0.942
H: -0.419 2.312 -2.373
H: -1.176 0.020 -1.803
H: 0.532 0.111 -1.696
H: 0.359 0.711 0.883
H: -1.431 0.583 0.786
H: -0.287 -1.492 1.817
H: -1.110 -1.787 0.156
H: 0.547 -4.230 0.078
H: 2.412 -3.377 -0.368
H: 2.131 -1.575 0.282
H: -0.833 2.857 0.673
H: -0.448 2.321 2.193
O: -0.313 3.101 1.624

---

# 5
Formula: C24H39BN5O8PSe2SiW
Source: the OMol25 dataset
Level of theory: the ωB97M-V functional and the def2-TZVPD basis

charge: +2
E_HOMO: -14.5409 eV
energy: -7338.713833 a.u.
frontier orbital gap: 6.5 eV
energy above the lowest of the compared OMol25 structures with the same formula, charge and spin: 0.5135 eV

Geometry (Å):
W: 0.289 0.213 0.158
C: -3.929 0.156 -0.073
Se: -2.415 1.054 0.771
C: -2.564 2.665 -0.315
C: -2.466 2.368 -1.796
Se: -0.921 1.268 -2.279
C: -1.811 -0.051 -3.379
H: -4.620 0.941 -0.374
H: -4.408 -0.477 0.665
H: -3.621 -0.432 -0.931
H: -1.800 3.346 0.042
H: -3.540 3.087 -0.071
H: -2.382 3.295 -2.361
H: -3.340 1.832 -2.158
H: -2.466 0.491 -4.058
H: -2.367 -0.761 -2.776
H: -1.042 -0.572 -3.946
C: -2.587 -2.120 1.744
C: -1.145 -2.478 1.844
C: -0.744 -3.692 2.375
C: 0.602 -4.028 2.407
C: 1.549 -3.148 1.920
C: 1.091 -1.934 1.432
N: -0.217 -1.612 1.408
N: 1.788 -0.919 0.796
Si: 3.582 -1.052 0.378
C: 3.657 -2.177 -1.088
C: 4.397 -1.734 1.921
C: 4.341 0.625 0.085
H: -3.210 -2.940 2.092
H: -2.857 -1.905 0.714
H: -2.798 -1.251 2.375
H: -1.494 -4.384 2.730
H: 0.910 -4.994 2.786
H: 2.595 -3.409 1.895
H: 3.281 -3.177 -0.856
H: 4.688 -2.285 -1.432
H: 3.060 -1.791 -1.915
H: 4.582 -2.808 1.864
H: 3.835 -1.542 2.837
H: 5.372 -1.254 2.033
H: 4.326 0.942 -0.957
H: 5.394 0.549 0.370
H: 3.909 1.422 0.695
O: 1.346 3.966 0.914
C: 1.208 3.121 0.077
O: 0.219 2.197 0.172
C: 1.983 2.995 -1.175
C: 2.562 4.092 -1.798
C: 3.169 3.906 -3.021
C: 3.211 2.678 -3.655
C: 2.629 1.603 -3.018
C: 2.051 1.738 -1.761
O: 1.694 0.640 -1.058
N: 2.586 0.301 -3.692
O: 3.562 -0.043 -4.308
O: 1.530 -0.304 -3.620
N: 3.787 5.072 -3.698
O: 3.720 6.132 -3.120
O: 4.307 4.866 -4.769
H: 2.531 5.074 -1.344
H: 3.683 2.567 -4.622
B: -0.586 -3.403 -2.778
C: -0.339 -2.227 -1.828
N: -0.153 -1.332 -1.105
H: -1.625 -3.900 -2.400
H: 0.361 -4.138 -2.624
H: -0.658 -2.945 -3.891
C: 0.466 0.002 4.696
P: 0.736 1.277 3.477
C: -0.151 2.750 3.933
C: 2.478 1.645 3.403
O: 0.212 0.789 2.115
H: 0.817 0.337 5.673
H: 1.011 -0.899 4.410
H: -0.599 -0.226 4.761
H: 0.114 3.548 3.237
H: 0.106 3.050 4.951
H: -1.222 2.554 3.877
H: 2.641 2.466 2.704
H: 3.032 0.762 3.085
H: 2.834 1.949 4.390

---

# 6
Formula: C40H54BrN9O6Re
Source: the OMol25 dataset
Level of theory: the ωB97M-V functional and the def2-TZVPD basis

spin multiplicity: 4
charge: +2
E_HOMO (alpha / beta): -12.2453 / -12.5430 eV
energy: -5152.840143 a.u.
frontier orbital gap (alpha / beta): 7.4 / 6.6 eV

Geometry (Å):
Re: -0.019 1.834 -0.306
N: -0.416 2.131 1.833
C: -1.841 1.777 2.111
C: -2.260 2.272 3.505
C: -3.737 2.520 3.849
C: -4.713 1.319 3.818
N: -4.092 -0.017 3.818
C: -4.122 -0.896 2.815
N: -4.552 -0.547 1.616
N: -3.682 -2.145 3.021
C: -2.655 2.228 0.895
O: -3.866 2.281 0.937
O: -1.940 2.470 -0.168
H: 0.185 1.703 2.528
H: -0.292 3.141 1.923
H: -1.883 0.686 2.079
H: -1.739 3.217 3.683
H: -1.856 1.565 4.234
H: -4.141 3.292 3.200
H: -3.734 2.928 4.860
H: -5.360 1.389 2.951
H: -5.354 1.359 4.696
H: -3.765 -0.365 4.705
H: -4.673 0.430 1.367
H: -4.554 -1.221 0.865
H: -3.539 -2.500 3.950
H: -3.696 -2.816 2.268
C: -4.889 -4.692 -1.157
C: -3.426 -4.952 -0.799
C: -3.377 -5.630 0.577
C: -2.824 -5.899 -1.852
C: -2.615 -3.658 -0.766
C: -3.099 -2.459 -1.259
C: -2.332 -1.304 -1.168
Br: -3.028 0.254 -1.992
C: -1.087 -1.263 -0.548
O: -0.483 -0.081 -0.273
C: -0.505 -2.513 -0.208
C: -1.301 -3.649 -0.298
C: 0.962 -2.644 0.235
C: 1.139 -2.005 1.617
C: 1.876 -1.970 -0.798
C: 1.410 -4.103 0.343
H: -5.452 -5.625 -1.089
H: -5.003 -4.319 -2.178
H: -5.356 -3.974 -0.472
H: -3.989 -6.535 0.569
H: -3.765 -4.966 1.357
H: -2.363 -5.920 0.857
H: -3.395 -6.830 -1.898
H: -1.787 -6.149 -1.614
H: -2.844 -5.436 -2.841
H: -4.059 -2.406 -1.759
H: -0.864 -4.595 -0.007
H: 0.954 -0.940 1.553
H: 2.154 -2.178 1.995
H: 0.437 -2.440 2.335
H: 1.625 -0.924 -0.945
H: 1.799 -2.479 -1.762
H: 2.919 -2.035 -0.466
H: 0.903 -4.628 1.157
H: 2.481 -4.127 0.556
H: 1.243 -4.648 -0.589
C: 1.003 9.136 -2.766
O: 1.036 8.091 -1.779
C: 0.705 6.862 -2.137
C: 0.303 6.511 -3.446
C: -0.029 5.219 -3.699
C: 0.025 4.196 -2.711
C: -0.292 2.872 -3.083
C: -0.816 2.513 -4.436
O: -0.167 1.849 -2.307
C: 0.419 4.583 -1.388
O: 0.460 3.745 -0.351
C: 0.753 5.898 -1.137
H: 1.309 10.037 -2.249
H: -0.004 9.264 -3.159
H: 1.700 8.923 -3.575
H: 0.260 7.246 -4.235
H: -0.342 4.966 -4.702
H: -0.282 3.001 -5.246
H: -1.867 2.810 -4.489
H: -0.760 1.434 -4.559
H: 1.041 6.184 -0.134
C: 2.860 1.439 2.015
C: 3.031 1.378 0.538
N: 2.092 1.492 -0.398
C: 2.739 1.521 -1.633
C: 4.059 1.360 -1.429
N: 4.233 1.284 -0.058
C: 5.487 0.920 0.610
N: 5.529 -0.458 0.980
N: 5.219 -0.797 2.271
N: 5.180 -2.066 2.370
C: 5.454 -2.614 1.124
C: 5.518 -3.951 0.725
C: 5.786 -4.196 -0.602
C: 5.993 -3.142 -1.517
C: 5.941 -1.820 -1.133
C: 5.669 -1.583 0.218
H: 1.858 1.136 2.288
H: 3.046 2.455 2.373
H: 3.551 0.766 2.520
H: 2.207 1.605 -2.563
H: 4.888 1.323 -2.117
H: 5.596 1.498 1.522
H: 6.301 1.162 -0.068
H: 5.366 -4.748 1.441
H: 5.850 -5.217 -0.956
H: 6.206 -3.381 -2.551
H: 6.120 -1.024 -1.846

---

# 7
Formula: C3H4NOS2
Source: the OMol25 dataset
Level of theory: the ωB97M-V functional and the def2-TZVPD basis

charge: +1
E_HOMO: -13.2280 eV
energy: -1042.711502 a.u.
frontier orbital gap: 6.6 eV
energy above the lowest of the compared OMol25 structures with the same formula, charge and spin: 1.8100 eV

Geometry (Å):
C: -0.899 -0.867 -0.939
C: -1.428 0.583 1.057
C: 2.177 0.421 -0.017
N: -0.491 -0.369 0.218
O: -2.457 0.891 0.622
S: 3.759 0.194 -0.077
S: 1.096 -0.762 0.762
H: -0.500 -1.603 -1.657
H: -1.940 -0.583 -1.332
H: -0.984 0.908 2.008
H: 1.667 1.187 -0.646

---

# 8
Formula: C35H39N5O3Ta
Source: the OMol25 dataset
Level of theory: the ωB97M-V functional and the def2-TZVPD basis

charge: +3
E_HOMO: -16.2266 eV
energy: -1912.704708 a.u.
frontier orbital gap: 6.3 eV
energy above the lowest of the compared OMol25 structures with the same formula, charge and spin: 0.7389 eV

Geometry (Å):
Ta: 0.528 0.376 -0.429
C: -2.549 0.219 2.919
C: -1.902 0.188 1.720
N: -0.660 0.644 1.580
C: -0.020 1.213 2.590
C: -0.630 1.422 3.829
C: -1.929 0.796 4.020
C: 0.003 2.207 4.891
C: 1.302 2.625 4.687
C: 2.043 2.202 3.463
C: 3.421 2.364 3.256
C: 4.029 1.939 2.060
C: 3.266 1.367 1.114
N: 1.896 1.145 1.281
C: 1.356 1.528 2.415
H: -3.506 -0.322 3.118
H: -2.294 -0.298 0.790
H: -2.457 0.744 4.997
H: -0.526 2.320 5.798
H: 1.883 3.116 5.477
H: 4.026 2.608 4.105
H: 5.132 1.901 1.984
H: 3.632 1.008 0.166
C: 0.294 3.945 0.546
N: -0.202 2.989 -0.548
C: -1.686 3.087 -0.540
C: 0.308 3.717 -1.725
C: 0.558 2.824 -2.873
N: 1.403 1.551 -2.495
C: 1.624 0.833 -3.818
C: 2.739 1.968 -1.927
H: 0.020 4.980 0.334
H: 1.340 3.903 0.610
H: -0.203 3.693 1.451
H: -2.133 2.479 -1.309
H: -1.949 4.077 -0.810
H: -2.220 3.033 0.370
H: 1.341 4.057 -1.434
H: -0.320 4.610 -1.876
H: 1.097 3.365 -3.632
H: -0.371 2.612 -3.406
H: 2.177 1.448 -4.481
H: 0.695 0.538 -4.243
H: 2.193 -0.037 -3.578
H: 3.136 2.728 -2.537
H: 3.436 1.120 -1.972
H: 2.580 2.308 -0.913
C: -1.510 -5.846 2.333
O: -0.538 -5.938 1.206
C: 0.140 -4.943 0.745
C: 1.140 -5.294 -0.276
C: 1.893 -4.342 -0.854
C: 1.651 -2.900 -0.600
C: 2.405 -1.962 -1.168
C: 3.741 -2.142 -1.867
O: 2.102 -0.646 -0.997
C: 0.566 -2.612 0.278
O: 0.179 -1.343 0.498
C: -0.145 -3.637 0.975
H: -1.432 -6.841 2.771
H: -2.493 -5.499 1.960
H: -1.119 -5.127 3.073
H: 1.414 -6.351 -0.355
H: 2.748 -4.617 -1.463
H: 4.034 -3.205 -1.901
H: 4.447 -1.515 -1.404
H: 3.724 -1.742 -2.898
H: -0.954 -3.347 1.594
C: -1.119 0.022 -1.660
C: -2.465 -0.644 -1.597
C: -3.548 0.003 -2.131
C: -4.822 -0.543 -2.164
C: -5.035 -1.822 -1.668
C: -3.938 -2.572 -1.279
C: -2.671 -1.933 -1.139
C: -6.333 -2.337 -1.831
N: -7.402 -2.702 -1.955
H: -1.141 0.972 -2.179
H: -0.432 -0.627 -2.304
H: -3.395 0.964 -2.676
H: -5.708 -0.019 -2.452
H: -4.054 -3.575 -0.913
H: -1.828 -2.477 -0.724